Entry from the Open Molecules 2025 dataset: a structure of composition C3H9N3 at a distorted geometry (ωB97M-V/def2-TZVPD).

Output
Orbital gap ... 8.14 eV
Energy above the lowest of the compared OMol25 structures with the same formula, charge and spin ... 306.77 kJ/mol
M ... 87.1 g/mol
Lowest unoccupied orbital energy ... 0.9 eV

Geometry (Å):
N  -0.377166  0.050643  -1.148522
C  1.058104  0.245953  -0.491152
N  0.585254  0.521993  0.817890
H  -0.442516  0.474050  -2.072012
H  -0.723783  -0.907366  -1.153398
H  0.785173  -0.206738  1.489518
H  1.481874  1.127980  -0.988292
N  1.955701  -0.846720  -0.569507
C  -0.939400  0.716607  0.596226
C  -1.892016  0.068176  1.322183
H  2.399876  -0.965298  -1.465132
H  1.574487  -1.710166  -0.216182
H  -1.116451  1.752510  0.335005
H  -1.729640  -0.949559  1.657229
H  -2.619496  0.627934  1.886144

Forces on the atoms, in the same order (eV/Å):
2.0 0.3 -1.0
-1.9 -0.8 -1.3
-2.3 0.1 -0.2
-0.1 -0.2 0.0
0.3 0.1 -0.1
-0.1 -0.1 0.0
0.0 -0.2 0.0
0.3 0.3 0.2
1.3 0.7 3.1
1.1 0.0 0.0
-0.1 0.0 -0.1
-0.1 -0.1 0.0
-0.1 0.0 0.0
0.2 0.0 0.2
-0.6 0.1 -0.7

Löwdin population analysis, charges in e, atoms 1 to 2: N 0.056; C -0.453